The following is a DFT calculation (the ωB97M-V functional and the def2-TZVPD basis) of a molecular structure, C10H13CrNP at a distorted geometry.

```
26
Properties=species:S:1:pos:R:3:forces:R:3:lowdin_spin:R:1
C 1.88597 -1.42382 -2.31999 0.9 -1.1 2.2 0.0027
C 2.25605 -0.09014 -2.05099 0.1 -0.3 0.5 -0.0006
C 3.06528 -0.05951 -0.87384 -0.4 -0.6 -0.2 0.0017
C 3.21248 -1.39900 -0.39146 -0.5 0.5 -0.4 -0.0007
C 2.49501 -2.27207 -1.23533 -1.1 1.8 -1.6 0.0008
Cr -1.69403 -1.73412 0.54974 0.3 0.2 -0.6 3.0199
P -2.16657 -1.20210 -1.84368 0.2 -0.3 -0.4 -0.0132
H 1.28131 -1.80505 -3.13552 0.1 0.1 -0.1 -0.0001
H 1.97468 0.77657 -2.64603 0.1 -0.1 0.1 -0.0002
H 3.50322 0.83255 -0.42745 0.0 -0.2 -0.1 0.0002
H 2.38455 -3.34754 -1.15471 0.2 0.1 0.0 0.0000
H 3.79052 -1.69992 0.47947 -0.1 0.1 -0.2 0.0000
H -2.58604 -2.29303 -2.67095 0.1 0.6 0.1 -0.0133
H -1.05495 -0.69054 -2.59263 -0.5 -0.2 0.4 0.0048
H -3.18648 -0.23669 -2.12503 0.4 -0.4 0.0 0.0055
C -1.31476 2.53753 2.65683 0.1 -0.5 -0.2 0.0074
C -0.22442 1.66275 2.60535 0.0 0.2 0.0 -0.0015
C -0.31408 0.48888 1.87164 -1.0 -0.2 -0.1 0.0000
N -1.49113 0.11449 1.28714 0.2 1.0 0.3 -0.0074
C -2.54595 0.98282 1.29286 1.0 -0.4 0.3 0.0034
C -2.47651 2.19881 1.95543 -0.1 0.0 0.0 -0.0009
H -1.25654 3.46275 3.22897 0.0 -0.2 -0.2 0.0004
H 0.70367 1.87717 3.13265 -0.2 0.1 -0.2 -0.0003
H 0.52664 -0.19786 1.74242 -0.2 0.2 0.1 -0.0055
H -3.42801 0.65452 0.74028 0.2 0.2 0.3 -0.0029
H -3.33990 2.86256 1.92482 0.3 -0.1 0.1 -0.0002
```
Positions in Å, forces in eV/Å.

Gap between HOMO and LUMO (spin up / spin down) in eV: 3.98 / 3.98
2S+1: 4
E_LUMO (spin up / spin down) in eV: -1.17 / -1.16
Highest occupied orbital energy (spin up / spin down) in eV: -5.15 / -5.14